No. 1
Formula: C5H8O2
Source: the OMol25 dataset
Level of theory: ωB97M-V with the def2-TZVPD basis set

Structure (XYZ):
```
15
Properties=species:S:1:pos:R:3:mulliken_charge:R:1
C -3.35993 0.39473 0.34026 -0.095
C -2.24493 0.04329 0.06306 -0.670
C -0.83218 -0.25684 -0.46645 0.214
O -0.58949 -1.57001 -0.10019 -0.506
O -0.15807 0.70297 0.29488 -0.332
C 1.21636 0.83395 -0.22977 -0.343
C 2.15269 -0.25448 0.27290 -1.000
H -4.34209 0.72046 0.52828 0.460
H -0.74149 -0.14292 -1.55837 0.370
H -1.00893 -1.61368 0.84405 0.362
H 1.51626 1.81297 0.15046 0.306
H 1.23349 0.88350 -1.32686 0.309
H 3.17091 -0.02519 -0.03481 0.367
H 2.11974 -0.30770 1.35867 0.268
H 1.86766 -1.22106 -0.13612 0.291
```

Values from the calculation:
Gap between HOMO and LUMO ... 11.1217 eV
HOMO energy ... -10.15 eV
LUMO ... 0.97 eV
Electronic energy ... -345.6879 Eh
SMILES ... C#C[C@H](O)OCC



No. 2
Formula: C4H5NO2
Source: the OMol25 dataset
Level of theory: ωB97M-V with the def2-TZVPD basis set

Structure (XYZ):
```
12
Properties=species:S:1:pos:R:3:mulliken_charge:R:1
O 1.83452 -1.62229 -0.16361 -0.396
C 1.11771 -0.38419 -0.99847 -0.741
C 0.04454 0.06731 -0.13231 0.725
N 0.02535 -0.27284 1.13798 -0.508
O -1.06698 0.35065 1.70500 -0.185
C -1.68116 1.06165 0.75579 -0.214
C -1.05011 0.94007 -0.43202 -0.549
H 1.45645 -1.53065 0.74316 0.475
H 2.38505 -0.74465 -0.38633 0.501
H 0.80098 -0.85873 -1.92377 0.136
H -2.55900 1.60710 1.07490 0.415
H -1.30736 1.38658 -1.38032 0.340
```

Values from the calculation:
Gap between HOMO and LUMO ... 9.1339 eV
HOMO energy ... -8.28 eV
LUMO ... 0.86 eV
Electronic energy ... -360.4734 Eh



No. 3
Formula: C7H6
Source: the OMol25 dataset
Level of theory: ωB97M-V with the def2-TZVPD basis set

Structure (XYZ):
```
13
Properties=species:S:1:pos:R:3:mulliken_charge:R:1
C -3.18446 -0.15664 -0.00005 -0.038
C -1.97589 -0.04608 -0.07709 -0.485
C -0.54684 -0.02761 -0.03484 0.144
C 0.26743 -1.19655 0.05956 -0.405
C 1.68416 -0.89050 -0.13313 -0.497
C 1.81587 0.42726 -0.03377 -0.300
C 0.47416 1.15352 -0.02129 -0.470
H -4.29190 0.00828 -0.15282 0.370
H -0.16245 -2.20849 0.09829 0.409
H 2.62128 -1.49552 -0.03208 0.327
H 2.76721 0.93145 0.08283 0.384
H 0.25633 1.57804 1.04784 0.217
H 0.27510 1.92283 -0.80345 0.343
```

Values from the calculation:
Gap between HOMO and LUMO ... 8.6258 eV
HOMO energy ... -8.15 eV
LUMO ... 0.48 eV
Electronic energy ... -270.2051 Eh
SMILES ... C#CC1=CC=CC1



No. 4
Formula: C3H5N2OS
Source: the OMol25 dataset
Level of theory: ωB97M-V with the def2-TZVPD basis set

Structure (XYZ):
```
12
Properties=species:S:1:pos:R:3:mulliken_charge:R:1
C -0.29878 1.41721 -0.84907 -0.114
C -0.22823 -0.57875 0.07149 0.052
C 0.95325 0.08916 0.35755 -0.517
N 0.83218 1.33249 -0.21856 -0.013
N -0.92501 0.24982 -0.74769 -0.041
O -1.67891 -3.36376 1.47045 -0.354
S -1.53315 -3.21005 -0.11604 0.214
H -0.69514 2.27565 -1.56144 0.330
H 1.81006 -0.21230 0.74635 0.466
H -2.50800 -3.59530 1.92149 0.385
H 1.36126 2.14788 -0.05923 0.220
H -1.78520 -0.19210 -1.29624 0.370
```

Values from the calculation:
Gap between HOMO and LUMO (alpha / beta) ... 7.1793 / 7.4026 eV
HOMO energy (alpha / beta) ... -13.30 / -12.99 eV
LUMO (alpha / beta) ... -6.12 / -5.58 eV
Electronic energy ... -699.8363 Eh
Net charge ... +1



No. 5
Formula: C8H9ClO2S
Source: the OMol25 dataset
Level of theory: ωB97M-V with the def2-TZVPD basis set

Structure (XYZ):
```
21
Properties=species:S:1:pos:R:3:mulliken_charge:R:1
C -0.10471 -1.16837 1.03889 -0.070
C 0.03157 -1.87830 -0.22353 -0.840
C 0.73023 0.07656 1.20715 -0.467
C -0.22616 -1.35345 -1.37579 -0.161
C -0.73106 0.24167 0.84276 -0.397
C -0.87364 -0.16517 -1.61580 -0.484
C -1.13659 0.67507 -0.53424 0.506
C -1.97318 1.94059 -0.44628 -1.180
O 3.66223 -0.41924 1.58398 -0.488
O 1.66726 0.39760 0.24764 -0.187
S 3.11611 -0.33950 0.25247 0.645
Cl 4.12809 1.24738 -0.69574 -0.229
H -0.48551 -1.61042 1.95702 0.440
H 0.19403 -2.99661 -0.10253 0.307
H 0.92932 0.28777 2.18670 0.625
H -0.01207 -2.01805 -2.21976 0.353
H -1.32907 0.46957 1.75738 0.334
H -1.18977 0.00687 -2.65671 0.352
H -1.91019 2.14630 0.63527 0.346
H -3.03426 1.78718 -0.71918 0.291
H -1.45263 2.67254 -1.11968 0.305
```

Values from the calculation:
Gap between HOMO and LUMO ... 8.3598 eV
HOMO energy ... -8.22 eV
LUMO ... 0.14 eV
Electronic energy ... -1318.9884 Eh



Record-wise energy above the lowest of the compared OMol25 structures with the same formula, charge and spin values, in kcal/mol: 73.47; 122.99; 19.45; 87.12; 55.30